187
Properties=species:S:1:pos:R:3 method="wB97M-V/def2-TZVPD" energy_ev=-175368.83243 max_force_ev_per_a=5.8 e_lumo_ev=-8.02 total_charge=+3 e_homo_ha=-0.4995
C -5.6903 1.9512 -4.9770
C -4.9346 1.6254 -3.6699
O -4.2426 0.6652 -3.4372
N -5.0698 2.6843 -2.8054
H -0.7971 -0.6400 0.3788
H -5.6181 3.4381 -3.1615
C -4.3767 2.8420 -1.5142
H -5.6492 3.0330 -5.2262
H -6.7180 1.5658 -5.0465
H -5.2523 1.5214 -5.8521
H -5.0604 3.1142 -0.7634
H -3.5461 3.5328 -1.5502
H -3.9376 1.9057 -1.1809
C -8.0818 -2.3625 -3.8146
C -6.7535 -2.8023 -4.4010
O -6.2478 -3.8470 -4.2231
N -6.0004 -1.8151 -4.9676
H -1.6816 -3.7953 -1.3998
H -6.4543 -0.9832 -5.2637
C -4.7514 -2.1425 -5.6468
H -8.1910 -1.3136 -3.6597
H -8.2085 -2.8645 -2.8717
H -8.8692 -2.6185 -4.4605
H -4.6320 -1.3201 -6.3536
H -4.8875 -3.0012 -6.2410
H -3.8921 -2.2600 -5.0110
C 5.1689 1.7860 -3.2407
C 4.7173 0.7527 -2.2797
O 3.4790 0.4665 -2.1891
N 5.6224 0.2327 -1.4247
H 2.5951 1.4277 -2.9352
H 6.5627 0.1798 -1.7257
C 5.0785 -0.7373 -0.4027
H 6.2635 1.7337 -3.5048
H 4.8085 2.7288 -2.8838
H 4.5866 1.6445 -4.1530
H 5.3101 -0.3860 0.6213
H 5.4378 -1.7769 -0.5327
H 4.0288 -0.7161 -0.3725
C -2.1620 4.9724 -4.0176
C -0.9350 5.2795 -4.7905
O -0.8581 6.0905 -5.6939
N 0.2569 4.4156 -4.5365
H 0.3565 4.2942 -3.5711
H 0.1682 3.3241 -4.7462
C 1.5901 4.8332 -5.0885
H -2.8849 4.5020 -4.6371
H -2.5350 5.8745 -3.5633
H -1.9825 4.3184 -3.1474
H 2.0887 4.1003 -5.7226
H 2.2708 5.1235 -4.2715
H 1.3950 5.6795 -5.7117
C -7.4032 -6.8432 -1.6430
C -6.1806 -5.9860 -1.3914
O -5.8491 -5.4033 -0.4077
N -5.2656 -5.9116 -2.6814
H -5.4192 -4.9651 -3.2335
H -4.3518 -5.9759 -2.2947
C -5.3049 -7.0243 -3.5919
H -8.0833 -6.8786 -0.7758
H -7.0471 -7.8718 -1.7931
H -7.9431 -6.4409 -2.4527
H -4.9089 -7.9847 -3.0984
H -4.5987 -6.7834 -4.4187
H -6.2389 -7.2145 -4.0057
C 2.1804 -1.9181 0.0464
C 2.3560 -3.3382 0.5668
C 3.6754 -3.4507 1.3811
C 3.8068 -4.6422 2.2959
C 2.6446 -4.6407 3.2477
C 1.1531 -4.6714 2.6081
N 1.1514 -3.5594 1.5778
O 0.3751 -2.7129 1.6487
C 0.1522 -4.2822 3.6729
C 0.8274 -6.0085 1.8889
C 2.2528 -4.4193 -0.5307
H 1.1970 -1.8840 -0.4575
H 2.7813 -1.7130 -0.8368
H 2.2580 -1.1206 0.8762
H 3.7166 -2.5776 2.0797
H 4.5247 -3.3286 0.6403
H 4.7716 -4.5200 2.7810
H 4.0209 -5.5477 1.7108
H 2.6588 -3.7743 3.9121
H 2.5669 -5.5269 3.8921
H -0.8420 -4.2749 3.1692
H 0.6689 -3.4629 4.1805
H 0.1730 -5.0707 4.4049
H -0.1043 -6.0322 1.3278
H 0.8557 -6.8133 2.6679
H 1.6347 -6.3197 1.2282
H 1.2372 -4.3914 -1.0219
H 2.4746 -5.4164 -0.1102
H 2.9928 -4.4031 -1.3785
C -2.5416 2.7986 5.9580
C -1.7420 2.8906 4.6857
C -0.6788 1.8817 4.5249
C -1.2256 0.4475 4.2073
C -2.0461 0.6085 2.9277
C -3.2915 1.5019 3.1563
N -2.7390 2.7932 3.6237
O -3.2615 3.8042 3.1913
C -4.2469 0.8262 4.2090
C -4.1650 1.8101 1.9072
C -0.9985 4.2763 4.5641
H -2.6443 1.7216 6.2329
H -3.4788 3.3751 5.9079
H -1.9824 3.1207 6.8139
H -0.2201 1.9016 5.4824
H -0.0199 2.1614 3.7021
H -1.9086 0.0672 5.0105
H -0.3983 -0.2794 4.1132
H -2.5246 -0.3190 2.5655
H -1.4404 1.0462 2.1363
H -4.7602 -0.0886 3.6553
H -5.0957 1.4269 4.5505
H -3.8116 0.3524 5.1128
H -3.9134 0.9928 1.2502
H -4.0577 2.8895 1.4838
H -5.2512 1.7180 2.1290
H -0.3896 4.3351 5.4485
H -1.7393 5.0090 4.6772
H -0.4552 4.4347 3.6385
C 6.3278 4.6854 4.7253
C 7.1286 4.1736 3.4837
C 7.4552 2.6529 3.3831
C 6.2976 1.6385 3.0420
C 5.5513 2.1060 1.7199
C 5.1017 3.5690 1.6902
N 6.1240 4.4581 2.2766
O 6.1418 5.5439 1.7811
C 3.8009 3.6867 2.5781
C 4.9267 4.0163 0.2255
C 8.3810 5.0937 3.4374
H 5.2744 4.2885 4.8299
H 6.2096 5.6978 4.4604
H 7.0381 4.4705 5.5136
H 8.0867 2.3943 4.2594
H 8.1071 2.6636 2.4737
H 5.5086 1.4368 3.7806
H 6.7884 0.7770 2.6706
H 4.6429 1.4835 1.6783
H 6.1281 1.8449 0.8788
H 3.0879 2.9059 2.1733
H 3.4705 4.7078 2.4563
H 4.0988 3.5009 3.6236
H 4.1768 3.3341 -0.2435
H 5.9133 3.9925 -0.2699
H 4.6976 5.0394 0.2039
H 8.8544 5.1539 4.4057
H 8.0977 6.1144 3.1692
H 9.0542 4.7389 2.6892
C -1.7250 -6.4692 -3.2571
C -2.0948 -5.5028 -2.0900
O -3.0631 -5.6415 -1.3627
O -1.2814 -4.4673 -2.0308
H -2.0070 -7.5510 -3.0489
H -0.6351 -6.3366 -3.3240
H -2.1136 -6.3096 -4.2412
C 0.6824 0.0290 -3.4279
C 1.0066 1.4035 -3.9987
O 0.0786 1.9079 -4.6625
O 2.1296 2.0031 -3.6434
H -0.1218 0.0906 -2.7402
H 1.5907 -0.5123 -2.9577
H 0.2663 -0.6523 -4.1743
C 2.6778 0.8158 4.4277
C 2.8299 -0.2783 3.2815
O 1.9323 -1.1691 3.1798
O 3.7435 -0.0846 2.4418
H 3.4948 1.4638 4.7347
H 2.2289 0.2596 5.2672
H 1.9100 1.4847 3.9664
C -3.3085 -1.1980 -1.5060
C -2.1504 -1.5808 -0.5329
O -1.7657 -2.6838 -0.2618
O -1.5567 -0.4452 -0.1473
H -4.1480 -1.9197 -1.4849
H -2.9119 -1.3256 -2.5217
H -3.7708 -0.1413 -1.3846
As 0.2926 2.8576 -0.3295
F 0.4353 1.5173 0.7237
F -1.0807 3.4661 0.5883
F 0.1249 4.1914 -1.4396
F 1.6949 2.3894 -1.2249
F -0.7196 1.8112 -1.4169
F 1.4399 3.7525 0.5962